Record 1
{"formula": "C37H45N3O", "method": "ωB97M-V/def2-TZVPD", "elements": ["C", "C", "C", "C", "C", "C", "C", "C", "O", "C", "C", "H", "H", "H", "H", "H", "H", "H", "H", "H", "H", "H", "H", "H", "C", "N", "C", "C", "C", "C", "C", "C", "C", "C", "C", "C", "C", "C", "N", "C", "C", "C", "C", "C", "C", "C", "C", "N", "C", "C", "C", "C", "C", "C", "H", "H", "H", "H", "H", "H", "H", "H", "H", "H", "H", "H", "H", "H", "H", "H", "H", "H", "H", "H", "H", "H", "H", "H", "H", "H", "H", "H", "H", "H", "H", "H"], "xyz": [[-7.085, 0.805, 3.852], [-6.627, 0.057, 2.592], [-7.237, -1.353, 2.580], [-7.066, 0.810, 1.324], [-5.093, -0.001, 2.589], [-4.366, -1.197, 2.558], [-3.004, -1.214, 2.347], [-2.237, 0.013, 2.140], [-1.032, 0.033, 1.776], [-3.014, 1.227, 2.375], [-4.370, 1.197, 2.571], [-6.679, 1.822, 3.886], [-8.177, 0.881, 3.884], [-6.752, 0.265, 4.749], [-6.915, -1.906, 1.685], [-6.938, -1.913, 3.478], [-8.333, -1.291, 2.568], [-6.722, 0.270, 0.429], [-8.156, 0.893, 1.278], [-6.650, 1.824, 1.294], [-4.890, -2.146, 2.683], [-2.489, -2.168, 2.262], [-2.497, 2.176, 2.310], [-4.917, 2.131, 2.685], [7.909, 3.207, 3.342], [7.682, 1.791, 3.123], [8.702, 0.938, 3.717], [6.613, 1.337, 2.407], [6.264, -0.046, 2.394], [5.133, -0.482, 1.741], [4.306, 0.393, 0.990], [3.196, -0.142, 0.256], [2.550, 0.516, -0.779], [1.467, 0.004, -1.532], [1.021, 0.722, -2.722], [1.896, 1.566, -3.451], [1.453, 2.316, -4.525], [0.094, 2.264, -4.918], [-0.351, 3.022, -5.996], [-0.963, 2.421, -7.165], [-0.467, 4.464, -5.926], [-0.800, 1.432, -4.201], [-0.343, 0.690, -3.125], [0.785, -1.232, -1.154], [0.597, -1.606, 0.189], [-0.040, -2.781, 0.539], [-0.423, -3.694, -0.464], [-1.006, -4.919, -0.128], [-2.435, -5.134, -0.256], [-0.205, -6.106, 0.107], [-0.218, -3.365, -1.823], [0.320, -2.135, -2.151], [4.656, 1.772, 0.975], [5.775, 2.226, 1.659], [6.986, 3.780, 3.215], [8.259, 3.363, 4.372], [8.667, 3.604, 2.648], [8.571, -0.119, 3.485], [9.699, 1.239, 3.363], [8.676, 1.055, 4.809], [6.880, -0.772, 2.918], [4.871, -1.536, 1.770], [2.947, -1.179, 0.495], [2.946, 1.485, -1.087], [2.941, 1.641, -3.160], [2.138, 2.939, -5.105], [-0.820, 1.335, -7.144], [-2.039, 2.650, -7.215], [-0.482, 2.822, -8.072], [-0.035, 4.841, -4.992], [0.060, 4.920, -6.775], [-1.529, 4.761, -5.970], [-1.853, 1.404, -4.500], [-1.066, 0.111, -2.545], [0.940, -0.950, 0.978], [-0.243, -3.030, 1.583], [-2.916, -4.219, -0.631], [-2.648, -5.962, -0.952], [-2.861, -5.389, 0.729], [0.862, -5.876, -0.019], [-0.376, -6.472, 1.131], [-0.481, -6.904, -0.601], [-0.514, -4.097, -2.581], [0.427, -1.881, -3.205], [4.046, 2.496, 0.426], [6.025, 3.290, 1.613]], "homo_lumo_gap_ev": 2.45, "e_above_lowest_kcal_mol": 7.8, "e_homo_ev": -4.755, "spin_multiplicity": 1, "max_force_ha_per_bohr": 0.03481}


Record 2
{"formula": "C37H46AsBrEuGe2N5O6S", "method": "ωB97M-V/def2-TZVPD", "elements": ["Eu", "C", "C", "N", "C", "C", "C", "C", "C", "C", "C", "N", "C", "C", "N", "N", "H", "H", "H", "H", "H", "H", "H", "H", "H", "H", "H", "H", "H", "H", "H", "H", "H", "H", "O", "As", "O", "O", "C", "C", "C", "C", "C", "C", "S", "O", "O", "O", "H", "H", "H", "H", "H", "Br", "C", "C", "C", "N", "C", "C", "H", "H", "H", "H", "C", "Ge", "C", "C", "Ge", "C", "C", "C", "C", "C", "C", "C", "C", "C", "C", "C", "C", "H", "H", "H", "H", "H", "H", "H", "H", "H", "H", "H", "H", "H", "H", "H", "H", "H", "H", "H"], "xyz": [[-0.704, -0.670, 0.410], [-2.631, 1.862, -1.043], [-3.505, 1.530, 0.168], [-2.726, 0.817, 1.184], [-3.649, 0.090, 2.052], [-4.088, -1.185, 1.373], [-5.319, -1.745, 1.664], [-5.712, -2.893, 1.003], [-4.888, -3.395, -0.006], [-3.712, -2.742, -0.283], [-2.786, -3.245, -1.374], [-1.779, -2.254, -1.798], [-2.251, -1.407, -2.908], [-2.970, -0.161, -2.451], [-2.056, 0.608, -1.552], [-3.312, -1.683, 0.416], [-1.812, 2.520, -0.763], [-3.281, 2.352, -1.813], [-4.322, 0.883, -0.169], [-3.996, 2.414, 0.560], [-2.182, 1.484, 1.752], [-4.535, 0.685, 2.275], [-3.172, -0.128, 3.034], [-5.982, -1.264, 2.359], [-6.648, -3.366, 1.247], [-5.170, -4.272, -0.581], [-3.390, -3.573, -2.261], [-2.258, -4.105, -0.963], [-0.969, -2.784, -2.114], [-2.868, -2.013, -3.577], [-1.358, -1.096, -3.472], [-3.891, -0.418, -1.947], [-3.246, 0.436, -3.340], [-1.246, 0.865, -2.139], [-2.257, -2.689, 4.590], [-0.705, -2.084, 3.831], [-0.714, -0.507, 4.682], [-1.285, -1.618, 2.287], [0.372, 0.127, 5.213], [0.519, 0.297, 6.607], [1.590, 1.048, 7.064], [2.553, 1.568, 6.210], [2.464, 1.330, 4.853], [1.373, 0.625, 4.363], [1.371, 0.385, 2.590], [1.498, -1.056, 2.355], [2.487, 1.145, 2.089], [0.056, 0.837, 2.025], [-3.033, -2.137, 4.407], [-0.245, -0.062, 7.277], [1.668, 1.218, 8.120], [3.312, 2.234, 6.582], [3.203, 1.720, 4.144], [3.494, -6.473, 1.065], [2.292, -5.048, 0.812], [0.955, -5.138, 1.193], [0.121, -4.093, 0.814], [0.519, -3.014, 0.150], [1.834, -2.928, -0.124], [2.747, -3.921, 0.197], [0.568, -5.987, 1.679], [-0.934, -4.122, 1.108], [2.116, -2.011, -0.624], [3.789, -3.805, -0.069], [4.683, 1.277, -3.251], [3.522, 0.200, -2.116], [4.567, -0.379, -0.526], [3.110, -1.475, -3.101], [1.389, 1.262, -1.524], [1.823, 3.067, -0.589], [0.867, 3.833, 0.107], [1.252, 4.936, 0.841], [2.582, 5.277, 1.015], [3.530, 4.523, 0.346], [3.171, 3.460, -0.444], [0.595, 1.938, -3.280], [0.136, 3.239, -3.567], [-0.329, 3.577, -4.843], [-0.385, 2.605, -5.847], [0.082, 1.305, -5.597], [0.531, 0.982, -4.318], [5.380, 0.617, -3.764], [5.214, 2.004, -2.672], [4.051, 1.773, -3.976], [5.297, -1.096, -0.871], [3.960, -0.794, 0.282], [5.125, 0.456, -0.099], [3.693, -2.336, -2.755], [3.313, -1.273, -4.147], [2.055, -1.732, -3.027], [-0.166, 3.512, 0.058], [0.501, 5.502, 1.368], [2.828, 6.153, 1.583], [4.579, 4.746, 0.428], [3.942, 2.910, -0.960], [0.227, 3.974, -2.818], [-0.663, 4.583, -5.023], [-0.819, 2.859, -6.806], [0.158, 0.559, -6.390], [0.885, -0.027, -4.149]], "homo_lumo_gap_ev": [5.71, 6.38], "s_squared": 12.015, "e_homo_ev": [-6.383, -6.368], "spin_multiplicity": 7, "max_force_ha_per_bohr": 0.03231}


Record 3
{"formula": "C37H47IrN8P", "method": "ωB97M-V/def2-TZVPD", "elements": ["Ir", "C", "C", "C", "C", "C", "C", "N", "N", "C", "C", "C", "C", "C", "N", "H", "H", "H", "H", "H", "H", "H", "H", "H", "C", "C", "C", "C", "N", "C", "C", "C", "C", "C", "C", "C", "H", "H", "H", "H", "H", "H", "H", "H", "N", "P", "N", "C", "C", "C", "C", "C", "N", "C", "C", "C", "C", "C", "N", "C", "C", "C", "C", "C", "H", "H", "H", "H", "H", "H", "H", "H", "H", "H", "H", "H", "H", "H", "H", "H", "H", "H", "H", "H", "H", "H", "H", "H", "H", "H", "H", "H", "H", "H"], "xyz": [[0.790, 1.639, -0.038], [1.661, -0.681, 4.946], [0.907, 0.458, 5.198], [0.699, 1.391, 4.196], [1.234, 1.153, 2.937], [1.974, 0.011, 2.665], [2.200, -0.898, 3.685], [1.039, 2.102, 1.883], [1.100, 3.311, 2.247], [1.027, 4.192, 1.181], [1.054, 5.565, 1.405], [1.041, 6.408, 0.318], [1.016, 5.857, -0.964], [0.989, 4.490, -1.115], [0.978, 3.662, -0.057], [1.827, -1.402, 5.735], [0.481, 0.622, 6.179], [0.119, 2.286, 4.373], [2.366, -0.152, 1.671], [2.789, -1.785, 3.491], [1.090, 5.923, 2.424], [1.061, 7.480, 0.454], [1.024, 6.486, -1.842], [0.977, 4.019, -2.088], [-0.611, 1.105, -4.112], [0.575, 0.971, -4.820], [1.777, 1.037, -4.144], [1.782, 1.240, -2.768], [0.617, 1.327, -2.087], [-0.547, 1.268, -2.744], [2.975, 1.416, -1.940], [4.279, 1.332, -2.425], [5.347, 1.543, -1.572], [5.111, 1.846, -0.236], [3.815, 1.925, 0.253], [2.730, 1.696, -0.589], [-1.571, 1.077, -4.605], [0.561, 0.824, -5.892], [2.713, 0.950, -4.675], [-1.433, 1.343, -2.134], [4.468, 1.103, -3.466], [6.360, 1.477, -1.945], [5.946, 2.022, 0.431], [3.661, 2.164, 1.299], [-0.183, 0.054, 0.367], [-1.039, -1.204, 0.010], [-1.743, -1.784, 1.393], [-2.766, -2.827, 1.341], [-3.885, -2.546, 2.337], [-3.322, -2.372, 3.745], [-2.233, -1.304, 3.747], [-1.156, -1.623, 2.721], [-0.226, -2.469, -0.702], [0.530, -2.209, -1.930], [1.999, -1.914, -1.645], [2.628, -3.028, -0.813], [1.815, -3.265, 0.457], [0.358, -3.541, 0.106], [-2.310, -0.917, -1.042], [-2.866, -1.903, -1.973], [-3.302, -1.229, -3.271], [-4.039, 0.096, -2.994], [-4.477, 0.175, -1.536], [-3.270, 0.116, -0.604], [-2.316, -3.803, 1.575], [-3.164, -2.894, 0.332], [-4.607, -3.365, 2.306], [-4.413, -1.636, 2.036], [-2.894, -3.322, 4.082], [-4.118, -2.119, 4.447], [-1.771, -1.223, 4.733], [-2.667, -0.327, 3.507], [-0.637, -2.549, 3.014], [-0.419, -0.829, 2.666], [0.058, -1.382, -2.466], [0.447, -3.096, -2.571], [2.068, -0.973, -1.094], [2.536, -1.787, -2.589], [3.663, -2.779, -0.571], [2.655, -3.954, -1.398], [1.853, -2.379, 1.099], [2.221, -4.105, 1.025], [-0.240, -3.680, 1.003], [0.290, -4.467, -0.477], [-3.729, -2.414, -1.529], [-2.119, -2.669, -2.162], [-3.949, -1.921, -3.813], [-2.428, -1.058, -3.903], [-4.898, 0.203, -3.656], [-3.387, 0.949, -3.206], [-5.166, -0.642, -1.313], [-5.022, 1.099, -1.341], [-3.594, -0.076, 0.425], [-2.765, 1.088, -0.588]], "homo_lumo_gap_ev": [6.38, 6.37], "total_charge": 1, "e_above_lowest_kcal_mol": 0.0, "e_homo_ev": [-10.199, -10.199], "spin_multiplicity": 1, "max_force_ha_per_bohr": 0.00453}